(1)
{
  "formula": "C3H7NS",
  "method": "the ωB97M-V functional and the def2-TZVPD basis",
  "smiles": "C/C=N/SC",
  "total_energy_ha": -571.39658,
  "multiplicity": 1,
  "total_charge": 0,
  "relative_energy_kcal_mol": 26.6,
  "homo_lumo_gap_ev": 9.323,
  "symbols": ["S", "N", "C", "C", "C", "H", "H", "H", "H", "H", "H", "H"],
  "xyz": [[-1.32994, -0.68156, -0.17164], [0.08777, 0.27762, -0.09533], [-2.71197, 0.35111, 0.03665], [1.08461, -0.44200, 0.16419], [2.45673, 0.08264, -0.10620], [0.97382, -1.52468, 0.56236], [-2.76862, 1.10858, -0.76166], [-2.84619, 0.84828, 1.02468], [2.76258, -0.51058, -1.02206], [2.46193, 1.09402, -0.35108], [-3.39035, -0.46336, 0.00306], [3.21963, -0.14006, 0.71703]],
  "forces_ev_per_a": [[1.065, -0.748, 0.249], [-1.137, -0.025, -0.380], [0.448, 1.904, 0.707], [0.904, -1.090, 1.058], [1.273, -3.030, 0.477], [0.242, 1.495, -0.785], [-0.461, -0.514, 0.223], [0.386, -0.407, -0.584], [0.111, 0.688, 0.902], [-0.123, 1.734, -0.344], [-1.591, -0.240, -0.439], [-1.116, 0.232, -1.085]],
  "nbo_charge": [0.381, -0.565, -0.780, 0.111, -0.656, 0.156, 0.226, 0.219, 0.227, 0.230, 0.232, 0.220]
}

---

(2)
{
  "formula": "C16H20ClN3O4",
  "method": "the ωB97M-V functional and the def2-TZVPD basis",
  "smiles": "CC(C)[C@@H](NC(=O)c1ccc([N+](=O)[O-])cc1Cl)C(=O)N1CCCC1",
  "total_energy_ha": -1547.06895,
  "multiplicity": 1,
  "total_charge": 0,
  "relative_energy_kcal_mol": 75.7,
  "homo_lumo_gap_ev": 8.069,
  "symbols": ["Cl", "O", "O", "O", "O", "N", "N", "N", "C", "C", "C", "C", "C", "C", "C", "C", "C", "C", "C", "C", "C", "C", "C", "C", "H", "H", "H", "H", "H", "H", "H", "H", "H", "H", "H", "H", "H", "H", "H", "H", "H", "H", "H", "H"],
  "xyz": [[-0.91957, -1.31100, 1.90409], [0.90211, 0.13735, -1.52746], [-5.97554, 0.36630, -1.24678], [-5.86250, -0.79928, 0.55384], [3.86444, 1.19010, -1.08696], [3.31217, -0.81730, -0.27287], [-5.36366, -0.17160, -0.35256], [0.93629, 0.72224, 0.66794], [3.77166, -2.96872, -1.11698], [3.39045, -3.06302, 0.35856], [2.62096, -1.76217, 0.57650], [-1.16085, 0.18505, -0.36727], [1.91560, 3.32710, 2.01447], [2.42002, 2.70343, 0.71482], [2.31433, 1.16410, 0.76467], [-3.29875, 0.64396, -1.39622], [-3.92055, -0.05150, -0.36732], [-1.92216, 0.74690, -1.38997], [1.67728, 3.27742, -0.48823], [0.33635, 0.34346, -0.47667], [-3.18771, -0.64780, 0.64898], [3.20594, 0.52070, -0.31600], [4.12129, -1.49354, -1.27833], [-1.80856, -0.52488, 0.64507], [5.18056, -1.30006, -1.07736], [2.91237, -3.22000, -1.73897], [1.86905, 4.34454, -0.56604], [2.44611, 2.92397, 2.87506], [2.02372, 2.79585, -1.39768], [2.69615, 0.82390, 1.73790], [4.28789, -3.07532, 0.97837], [2.62759, -1.43960, 1.62056], [3.88372, -1.09322, -2.26553], [-3.89661, 1.08349, -2.17937], [2.79107, -3.94107, 0.59005], [-3.69926, -1.19772, 1.42440], [-1.40375, 1.26235, -2.18386], [2.07236, 4.40250, 1.99341], [3.48324, 2.93122, 0.59748], [0.84941, 3.14889, 2.14805], [0.35812, 0.93988, 1.46544], [4.60040, -3.62115, -1.38215], [1.58002, -1.88328, 0.25325], [0.60181, 3.13002, -0.39481]],
  "forces_ev_per_a": [[-0.088, -0.204, 0.223], [0.044, 0.103, -0.322], [-0.222, 0.139, -0.246], [-0.210, -0.185, 0.257], [0.130, 0.247, -0.158], [0.257, -0.276, -0.092], [-0.357, -0.027, 0.005], [0.168, 0.240, 0.278], [0.034, 0.092, 0.119], [-0.084, 0.058, -0.049], [-0.320, -0.133, 0.295], [-0.093, -0.165, -0.043], [0.189, -0.155, -0.204], [-0.053, -0.093, 0.025], [0.317, 0.427, -0.234], [-0.261, -0.064, 0.092], [1.313, 0.081, 0.009], [0.041, -0.093, 0.181], [0.250, -0.139, 0.022], [-0.443, -0.099, 0.305], [-0.281, 0.040, -0.054], [-0.018, -0.119, 0.462], [0.240, 0.110, -0.328], [-0.103, 0.238, -0.341], [-0.042, -0.020, -0.113], [-0.018, -0.032, -0.040], [-0.036, 0.128, -0.011], [0.030, -0.013, 0.145], [-0.028, 0.023, -0.124], [-0.030, -0.006, -0.126], [0.022, -0.015, 0.045], [-0.078, -0.028, -0.036], [0.086, -0.034, 0.036], [-0.004, 0.016, -0.016], [-0.003, -0.015, 0.069], [0.033, -0.016, 0.008], [0.033, 0.031, -0.073], [-0.048, 0.117, 0.043], [-0.070, -0.054, 0.027], [-0.164, 0.017, 0.057], [-0.043, -0.110, -0.153], [-0.006, -0.026, -0.066], [0.043, -0.025, 0.097], [-0.127, 0.039, 0.026]],
  "nbo_charge": [0.013, -0.596, -0.365, -0.369, -0.630, -0.437, 0.529, -0.613, -0.412, -0.404, -0.206, -0.160, -0.607, -0.222, -0.124, -0.185, 0.031, -0.154, -0.617, 0.666, -0.237, 0.713, -0.210, 0.064, 0.195, 0.207, 0.214, 0.205, 0.245, 0.214, 0.202, 0.200, 0.224, 0.256, 0.217, 0.264, 0.245, 0.220, 0.231, 0.189, 0.406, 0.218, 0.189, 0.188]
}

---

(3)
{
  "formula": "C5H10BrN",
  "method": "the ωB97M-V functional and the def2-TZVPD basis",
  "smiles": "CCC[C@H]1CN1Br",
  "total_energy_ha": -2825.15373,
  "multiplicity": 1,
  "total_charge": 0,
  "relative_energy_kcal_mol": 56.9,
  "homo_lumo_gap_ev": 9.998,
  "symbols": ["Br", "N", "C", "C", "C", "C", "C", "H", "H", "H", "H", "H", "H", "H", "H", "H", "H"],
  "xyz": [[-2.16561, -2.83478, -0.78584], [-1.87521, -1.00760, -0.49800], [-2.31474, -0.51254, 0.81351], [-0.87895, -0.71437, 0.58104], [1.24089, 0.01216, -0.51980], [0.02043, 0.48885, 0.26325], [2.21167, 1.15424, -0.55750], [3.24911, 0.77825, -0.74173], [0.98847, -0.51367, -1.43794], [-2.66884, 0.63385, 0.78211], [1.51015, -0.78643, 0.08294], [2.21299, 1.86571, 0.20459], [-0.38842, 1.15616, -0.41197], [-2.80420, -1.10648, 1.40782], [0.04546, 0.93984, 1.26449], [-0.37781, -1.43925, 1.04066], [1.99464, 1.88608, -1.48762]],
  "forces_ev_per_a": [[-0.154, -0.295, 0.121], [0.632, 0.256, 0.393], [1.875, 5.885, -3.098], [-2.013, 3.957, -3.035], [-0.801, 1.107, 1.781], [-1.099, -2.301, 0.403], [1.516, 0.420, -4.834], [-0.658, 0.519, 0.236], [-0.264, 0.783, -0.429], [0.545, -2.801, 0.039], [1.884, -1.619, 1.200], [-0.158, 0.497, 1.889], [-1.925, 1.585, -0.885], [-2.732, -3.217, 3.173], [1.357, 0.353, -0.354], [1.646, -3.346, 1.725], [0.348, -1.784, 1.676]],
  "nbo_charge": [0.132, -0.445, -0.237, -0.084, -0.411, -0.396, -0.604, 0.213, 0.222, 0.196, 0.190, 0.212, 0.210, 0.196, 0.212, 0.197, 0.197]
}

---

(4)
{
  "formula": "C11H25NSi",
  "method": "the ωB97M-V functional and the def2-TZVPD basis",
  "smiles": "C=C[Si@](C(C)C)(N(C)C)C(C)(C)C",
  "total_energy_ha": -778.28006,
  "multiplicity": 1,
  "total_charge": 0,
  "relative_energy_kcal_mol": 52.2,
  "homo_lumo_gap_ev": 8.724,
  "symbols": ["Si", "N", "C", "C", "C", "C", "C", "C", "C", "C", "C", "C", "C", "H", "H", "H", "H", "H", "H", "H", "H", "H", "H", "H", "H", "H", "H", "H", "H", "H", "H", "H", "H", "H", "H", "H", "H", "H"],
  "xyz": [[-0.18469, -0.07061, 0.22617], [-0.55131, -1.76853, -0.49603], [2.12099, 1.63954, 0.60962], [-1.04044, 1.44611, -0.68684], [-2.49231, 1.12544, -1.25021], [-1.12728, 2.61995, 0.25529], [1.76546, 0.23004, -0.06322], [2.38824, 0.19685, -1.42604], [-0.54086, -0.00926, 2.03528], [-0.95555, -2.86298, 0.36648], [2.58534, -0.70339, 0.75195], [-1.71191, -0.49031, 2.47746], [-0.82961, -2.03867, -1.91597], [2.60915, -1.66601, 0.28179], [-0.49837, -2.77788, 1.33782], [2.74468, -0.85380, -1.69135], [-0.34004, -2.98411, -2.19315], [1.28314, 2.25863, 0.28876], [-2.89163, 2.10889, -1.38833], [2.21833, 1.69726, 1.71949], [-1.21621, 2.34824, 1.33590], [-2.52072, -0.86067, 1.88609], [-0.28998, 3.29146, 0.16286], [-0.54074, -1.20451, -2.52123], [1.72989, 0.51774, -2.20051], [3.37888, 0.67078, -1.32640], [3.62981, -0.39433, 0.76951], [-2.47479, 0.44502, -2.10336], [-0.68875, -3.73550, -0.19762], [-2.00195, -2.75947, 0.50152], [-2.08773, 3.33430, 0.06152], [-3.08381, 0.55726, -0.45900], [3.04910, 2.02495, 0.04829], [2.29319, -0.73896, 1.89848], [-1.70123, -0.49568, 3.51038], [0.20895, 0.20213, 2.83018], [-0.30280, 1.88475, -1.40864], [-1.93245, -2.18465, -2.02694]],
  "forces_ev_per_a": [[1.572, -0.968, -2.985], [0.928, 2.862, 0.684], [-0.183, 0.270, -1.860], [0.021, -0.775, -0.195], [1.461, -1.186, 1.642], [-2.714, 1.977, 1.574], [-0.374, 1.232, 2.498], [1.130, -2.041, -0.192], [-0.147, -0.926, 0.072], [0.493, 1.358, -0.831], [0.121, -0.867, 2.845], [1.792, 0.781, -0.810], [-1.095, -0.303, 1.758], [-0.258, -1.013, 0.260], [0.391, -0.346, 0.239], [-1.001, 0.911, 0.201], [0.046, 0.363, -0.264], [0.469, 0.703, 0.362], [-0.892, 0.162, -0.674], [-0.024, -0.358, -0.915], [0.022, 0.222, -0.745], [-0.370, -0.059, -0.243], [0.278, 0.205, 0.056], [0.371, 0.310, -0.506], [0.006, 0.745, -0.836], [-0.540, 0.533, -0.650], [0.260, 0.287, -0.055], [-0.066, 0.485, -0.228], [-0.007, -1.033, 0.359], [-1.447, -0.730, 0.293], [2.019, -1.690, 0.241], [0.613, 0.941, -0.761], [-1.177, -0.375, 1.329], [0.348, -0.250, -2.269], [-1.172, -0.412, 2.139], [-0.507, 0.145, -0.836], [-0.886, -1.155, -0.390], [0.517, -0.005, -0.305]],
  "nbo_charge": [1.909, -0.856, -0.620, -0.704, -0.597, -0.610, -0.489, -0.611, -0.734, -0.395, -0.602, -0.336, -0.393, 0.206, 0.204, 0.207, 0.186, 0.199, 0.211, 0.213, 0.213, 0.199, 0.209, 0.201, 0.211, 0.207, 0.197, 0.213, 0.188, 0.162, 0.195, 0.199, 0.206, 0.194, 0.193, 0.233, 0.228, 0.165]
}